Entry 1:
A cluster of 12 separate species, C42H118N10O12 in total at a distorted geometry. Source: OMol25; level of theory: ωB97M-V/def2-TZVPD.

The geometry in XYZ format:
```
182
Properties=species:S:1:pos:R:3:mulliken_charge:R:1
C -3.41 -3.14 -1.69 -0.09
O -2.97 -2.45 -2.83 -0.55
H -2.68 -3.83 -1.23 0.00
H -3.75 -2.48 -0.92 -0.03
H -4.31 -3.63 -1.98 0.49
H -2.11 -2.04 -2.69 0.19
C -6.29 3.08 -1.46 -0.27
O -6.84 1.99 -0.74 -0.53
H -5.89 3.84 -0.80 0.31
H -5.47 2.79 -2.15 -0.17
H -7.10 3.54 -1.99 0.35
H -6.10 1.70 -0.19 0.35
C 1.07 7.81 -4.20 -1.87
C 1.57 6.38 -4.03 1.10
C 0.43 5.41 -4.34 -0.45
O -0.40 5.39 -3.18 -0.25
C -1.74 4.96 -3.41 -0.92
N 2.83 6.25 -4.74 -0.68
H 0.68 8.02 -5.17 0.45
H 1.87 8.51 -4.15 0.49
H 0.31 8.10 -3.51 0.38
H 1.79 6.23 -2.99 -0.39
H 0.86 4.39 -4.62 0.20
H -0.16 5.82 -5.17 0.44
H -2.28 5.75 -4.03 0.27
H -2.21 4.82 -2.44 0.39
H -1.75 3.99 -3.96 0.35
H 2.73 6.58 -5.70 0.27
H 3.06 5.26 -4.74 0.25
C 0.60 -6.59 2.91 -0.95
C 1.77 -6.34 3.80 0.44
C 2.15 -4.83 3.71 0.15
O 2.54 -4.57 2.35 -0.38
C 2.63 -3.18 2.09 0.36
N 1.45 -6.57 5.14 -0.56
H -0.37 -6.45 3.36 0.22
H 0.51 -7.64 2.54 0.34
H 0.71 -6.01 1.99 -0.02
H 2.62 -6.95 3.44 0.44
H 2.92 -4.47 4.41 0.38
H 1.23 -4.30 3.96 -0.67
H 1.60 -2.76 2.09 -0.43
H 2.97 -3.02 1.06 0.03
H 3.35 -2.68 2.76 0.41
H 1.88 -7.36 5.60 0.23
H 0.44 -6.57 5.30 0.17
C 3.07 3.69 -1.73 -1.01
C 2.22 3.93 -0.48 1.73
C 3.20 4.07 0.70 -1.52
O 4.19 3.12 0.67 0.03
C 5.00 3.23 1.83 -0.71
N 1.36 5.08 -0.54 -0.60
H 2.40 3.62 -2.58 0.07
H 3.67 2.78 -1.63 0.21
H 3.70 4.52 -1.99 0.56
H 1.63 3.02 -0.26 -0.83
H 2.52 3.89 1.52 0.50
H 3.66 5.05 0.73 0.53
H 5.17 4.23 2.09 0.43
H 5.95 2.68 1.66 0.18
H 4.46 2.74 2.71 0.06
H 0.59 4.99 -1.20 0.15
H 1.94 5.87 -0.71 0.36
C -2.98 0.80 -4.89 -1.64
C -4.07 1.41 -3.98 1.51
C -4.94 2.28 -4.86 -0.99
O -4.35 3.52 -5.05 -0.13
C -5.18 4.45 -5.79 -0.86
N -4.74 0.37 -3.34 -0.55
H -3.42 0.23 -5.74 0.40
H -2.35 0.04 -4.38 0.12
H -2.29 1.43 -5.42 0.44
H -3.54 2.09 -3.29 -0.32
H -5.95 2.34 -4.46 0.51
H -5.07 1.72 -5.82 0.41
H -6.03 4.80 -5.15 0.29
H -5.58 3.94 -6.66 0.35
H -4.59 5.35 -6.09 0.20
H -5.15 0.69 -2.51 0.32
H -4.11 -0.41 -3.16 0.02
C -1.80 -3.82 3.60 -0.45
C -2.58 -3.11 4.65 -0.04
C -2.32 -3.65 6.07 -0.80
O -2.79 -5.01 6.17 -0.35
C -2.51 -5.50 7.49 -0.72
N -2.23 -1.73 4.59 0.08
H -2.12 -3.43 2.61 -0.06
H -1.92 -4.90 3.58 0.50
H -0.74 -3.62 3.80 -0.35
H -3.64 -3.23 4.52 0.50
H -2.79 -3.05 6.83 0.55
H -1.21 -3.63 6.25 0.25
H -1.42 -5.40 7.72 0.29
H -2.92 -6.54 7.47 0.23
H -3.05 -4.88 8.21 0.32
H -1.23 -1.55 4.59 -0.37
H -2.69 -1.09 5.22 0.31
C 1.93 -5.40 -1.21 -1.51
C 0.54 -4.94 -1.69 2.06
C 0.60 -4.25 -3.06 -1.65
O 1.22 -2.97 -2.97 0.35
C 1.47 -2.38 -4.24 -0.69
N -0.26 -6.12 -1.90 -0.78
H 2.35 -6.15 -1.83 0.45
H 1.87 -5.85 -0.25 0.33
H 2.61 -4.56 -1.15 0.09
H 0.08 -4.26 -0.94 -0.39
H -0.33 -4.13 -3.57 0.49
H 1.20 -4.88 -3.75 0.39
H 2.19 -1.61 -4.06 -0.03
H 0.57 -1.92 -4.59 0.30
H 1.81 -3.14 -4.96 0.34
H -1.21 -5.84 -2.03 0.32
H -0.18 -6.74 -1.09 0.30
C 0.25 0.41 6.26 -1.70
C 0.82 0.28 4.88 0.60
C 2.20 0.99 4.70 -0.59
O 3.01 0.23 5.65 -0.34
C 4.44 0.38 5.47 -0.75
N 1.04 -1.15 4.53 -0.07
H 0.83 -0.01 7.08 0.30
H -0.62 -0.23 6.32 0.39
H -0.06 1.42 6.43 0.42
H 0.10 0.64 4.19 0.28
H 2.34 2.02 4.95 0.50
H 2.60 0.78 3.74 0.12
H 4.91 -0.44 6.08 0.25
H 4.74 1.31 5.97 0.29
H 4.80 0.26 4.44 0.25
H 1.74 -1.54 5.18 0.31
H 1.44 -1.26 3.61 -0.30
C 5.04 -1.70 -2.73 -1.58
C 4.81 -0.19 -2.86 1.78
C 6.07 0.67 -3.11 -0.93
O 6.96 0.54 -2.02 -0.48
C 6.55 1.22 -0.85 -0.60
N 3.88 0.05 -3.97 -0.47
H 4.14 -2.19 -2.37 0.21
H 5.84 -1.86 -2.00 0.40
H 5.36 -2.10 -3.70 0.38
H 4.29 0.10 -1.96 -0.80
H 5.86 1.74 -3.29 0.31
H 6.60 0.29 -3.94 0.44
H 6.55 2.28 -1.02 0.31
H 7.25 1.01 -0.06 0.37
H 5.56 0.95 -0.46 0.15
H 4.24 -0.36 -4.84 0.29
H 3.65 0.98 -4.13 0.16
C -3.89 -0.53 0.84 -1.17
C -3.25 0.75 1.33 1.63
C -4.23 1.52 2.24 -1.35
O -5.47 1.80 1.64 -0.21
C -6.23 2.77 2.37 -0.89
N -1.99 0.54 2.02 -0.45
H -4.84 -0.42 0.32 0.53
H -3.96 -1.29 1.60 0.28
H -3.26 -0.83 -0.01 -0.17
H -3.11 1.45 0.52 -0.48
H -3.86 2.48 2.61 0.55
H -4.45 0.97 3.17 0.41
H -7.09 3.17 1.78 0.25
H -5.59 3.61 2.66 0.40
H -6.65 2.29 3.31 0.27
H -2.08 -0.25 2.66 0.21
H -1.34 0.19 1.28 -0.31
C 0.03 -1.74 -0.12 1.77
C 1.15 -0.82 -0.59 -0.42
C 0.51 0.18 -1.61 -1.23
O -0.56 0.83 -1.00 0.49
C -1.00 1.95 -1.72 -0.22
N 1.67 -0.07 0.63 -0.12
H 0.37 -2.64 0.36 -0.39
H -0.64 -2.12 -1.00 -0.80
H -0.53 -1.23 0.66 -0.72
H 1.93 -1.41 -1.01 0.22
H 0.24 -0.32 -2.49 0.49
H 1.26 0.93 -1.94 0.40
H -1.95 2.29 -1.30 0.07
H -1.16 1.67 -2.81 0.08
H -0.22 2.71 -1.67 -0.09
H 0.94 0.54 0.99 0.47
H 2.43 0.47 0.32 -0.09
```

Its structure (SMILES) is COC[C@H](C)N.COC[C@H](C)N.COC[C@H](C)N.COC[C@H](C)N.COC[C@H](C)N.COC[C@H](C)N.COC[C@H](C)N.COC[C@H](C)N.COC[C@H](C)N.COC[C@H](C)N.CO.CO. As for the total energy: -3121.16421 a.u. The value obtained for the LUMO energy is 0.0181 Eh. The max |F| comes out at 0.0636 hartree/bohr. Its relative energy (zero: lowest compared OMol25 entry of this formula, charge and spin) is 0.0 kJ/mol. The HOMO energy is -8.831 eV.

=====

Entry 2:
The ion C9H12Cl2NO with charge +1 at a distorted geometry. Source: OMol25; level of theory: ωB97M-V/def2-TZVPD.

The geometry in XYZ format:
```
25
Properties=species:S:1:pos:R:3:nbo_charge:R:1
C 0.68 -1.72 0.94 -0.01
C -0.73 -1.64 1.10 -0.33
C 0.95 -0.31 -1.03 0.27
C 1.42 -1.29 -0.13 -0.32
C 2.79 -1.87 -0.18 0.43
C -1.60 -1.31 0.10 -0.08
C -1.32 1.95 1.09 -0.59
C -0.44 1.49 -1.73 -0.47
C 0.06 1.32 0.64 -0.25
N 0.28 0.78 -0.72 -0.29
O 3.28 -2.50 0.73 -0.47
Cl -1.38 -1.85 -1.49 0.12
Cl -3.20 -1.09 0.54 0.15
H 1.29 -2.31 1.77 0.29
H -1.31 -1.69 2.08 0.28
H 1.29 -0.52 -2.14 0.26
H 3.24 -1.58 -1.10 0.13
H -1.54 1.35 1.91 0.23
H -1.06 2.91 1.29 0.23
H -2.03 1.82 0.31 0.21
H 0.29 2.25 -2.26 0.25
H -0.84 0.91 -2.61 0.25
H -1.25 2.13 -1.36 0.25
H 0.42 0.69 1.47 0.24
H 0.71 2.08 0.81 0.23
```

Its structure (SMILES) is CC/[N+](C)=C\C(C=O)=C/C=C(Cl)Cl. Its total charge is +1. As for the total energy: -1400.12150 a.u. The value obtained for the LUMO energy is -0.2148 Eh. The max |F| comes out at 0.0920 hartree/bohr. Its relative energy (zero: lowest compared OMol25 entry of this formula, charge and spin) is 53.9 kJ/mol. The HOMO energy is -12.958 eV.

=====

Entry 3:
A cluster of 2 separate species, C11H19N4O6S2 in total at a distorted geometry. Source: OMol25; level of theory: ωB97M-V/def2-TZVPD.

The geometry in XYZ format:
```
42
Properties=species:S:1:pos:R:3:nbo_charge:R:1
O 1.53 2.28 0.63 -0.73
C 1.15 1.15 0.32 0.94
O 1.53 0.09 0.82 -0.77
O 0.17 0.94 -0.73 -0.60
C -0.60 1.99 -1.06 0.91
O -0.20 2.99 -1.61 -0.61
N -1.99 1.88 -0.78 -0.67
C -2.25 0.78 0.15 -0.22
C -1.97 1.19 1.62 -0.44
C -2.70 0.18 2.54 -0.50
S -1.53 -0.86 3.48 0.16
C -1.60 -2.54 2.79 -0.05
S -2.80 -3.52 3.27 0.07
N -0.63 -2.98 1.88 -0.54
C 0.74 -2.84 2.37 -0.25
C 1.67 -3.21 1.17 -0.09
O 0.94 -4.06 0.31 -0.52
C 0.00 -3.32 -0.43 -0.06
C -0.77 -2.37 0.56 -0.27
H -2.48 1.76 -1.65 0.38
H -3.33 0.58 0.13 0.17
H -1.77 -0.16 -0.11 0.21
H -0.90 1.19 1.83 0.25
H -2.44 2.17 1.75 0.21
H -3.34 -0.48 1.94 0.22
H -3.36 0.68 3.25 0.22
H 0.97 -1.84 2.76 0.22
H 0.88 -3.57 3.18 0.19
H 1.98 -2.27 0.68 0.22
H 2.55 -3.74 1.52 0.18
H -0.68 -4.02 -0.90 0.18
H 0.46 -2.67 -1.18 0.17
H -1.83 -2.28 0.30 0.20
H -0.28 -1.39 0.48 0.24
C 3.00 3.71 -4.39 0.77
O 3.34 4.11 -5.49 -0.70
N 3.88 3.12 -3.52 -0.85
N 1.73 3.80 -3.92 -0.85
H 3.62 2.79 -2.61 0.40
H 4.83 3.03 -3.82 0.40
H 1.05 4.23 -4.52 0.40
H 1.44 3.47 -3.01 0.43
```

Its total charge is -1. As for the total energy: -1897.48817 a.u. The value obtained for the LUMO energy is 0.0630 Eh. The max |F| comes out at 0.0618 hartree/bohr. Its relative energy (zero: lowest compared OMol25 entry of this formula, charge and spin) is 0.0 kJ/mol. The HOMO energy is -5.641 eV.